DFT (wB97M-V/def2-TZVPD) results for a structure of composition C50H54BN6S4SeTa.

Geometry as XYZ:
```
117
Properties=species:S:1:pos:R:3:forces:R:3
Ta 0.192816 -1.326141 -0.572697 0.391 -0.158 0.448
S -0.554687 -2.343381 1.441445 -0.215 -0.054 -0.026
C 0.750580 -3.003591 2.414837 0.130 0.048 -0.027
C 0.486252 -3.865639 3.471124 0.019 -0.005 0.006
C 1.545422 -4.383355 4.200371 0.029 0.005 0.003
C 2.859141 -4.040377 3.896837 -0.024 -0.009 0.004
C 3.130957 -3.163059 2.859377 0.009 0.016 -0.040
C 2.066449 -2.675304 2.118418 -0.042 0.029 0.017
S 2.207072 -1.425525 0.896260 -0.011 -0.225 -0.026
C 3.567055 -1.809509 -0.201157 0.074 0.022 0.003
C 3.455095 -0.786856 -1.291330 -0.014 -0.024 -0.003
C 4.606445 -0.320652 -1.888771 0.035 0.025 -0.016
C 4.509071 0.502650 -2.999063 -0.055 -0.031 0.035
C 3.248791 0.778736 -3.483831 0.009 0.008 -0.003
C 2.129861 0.291593 -2.820602 -0.010 0.029 -0.029
C 0.797025 0.581633 -3.429004 -0.120 -0.003 -0.060
S -0.559727 -0.455374 -2.871237 0.073 0.086 -0.097
C -0.450759 -1.923705 -3.870653 -0.015 0.048 -0.018
C -1.170065 -1.921803 -5.063439 0.017 0.003 0.008
C -1.141930 -3.034175 -5.884893 0.024 -0.030 0.017
C -0.401442 -4.145584 -5.497106 -0.024 0.021 -0.018
C 0.300997 -4.149609 -4.303602 0.016 0.008 0.013
C 0.288923 -3.034996 -3.463062 0.127 -0.082 -0.021
S 1.177210 -3.138226 -1.938874 -0.260 0.037 -0.193
N 2.212139 -0.430311 -1.694620 0.069 0.039 0.053
H -0.533869 -4.135216 3.710581 -0.002 -0.001 -0.006
H 1.344560 -5.064216 5.016362 0.004 -0.001 0.000
H 3.674130 -4.450881 4.476490 -0.002 -0.003 0.002
H 4.149012 -2.870038 2.636811 -0.001 0.001 0.008
H 3.474133 -2.820427 -0.601341 -0.041 0.004 0.009
H 4.508409 -1.705099 0.331589 0.000 -0.015 0.010
H 5.566988 -0.623067 -1.495804 0.006 0.002 -0.006
H 5.393331 0.885524 -3.489474 0.002 0.000 -0.002
H 3.110753 1.367601 -4.380456 0.007 0.002 -0.004
H 0.850265 0.476059 -4.512517 -0.019 0.005 -0.009
H 0.479871 1.598436 -3.211851 -0.015 -0.028 -0.018
H -1.750857 -1.048886 -5.336361 -0.003 0.000 0.000
H -1.695272 -3.037870 -6.813305 -0.001 -0.003 -0.002
H -0.373277 -5.022611 -6.129902 -0.003 0.000 -0.004
H 0.870762 -5.021733 -4.010673 0.003 -0.003 -0.006
C -4.258100 2.696977 1.144888 -0.007 0.014 0.012
C -3.343542 1.555125 0.683688 0.004 0.000 0.006
C -3.992744 0.206690 0.993773 0.009 0.008 -0.007
C -2.980580 1.801097 -0.777577 -0.021 -0.003 0.007
C -3.970581 1.782646 -1.753387 -0.001 0.003 -0.007
C -3.702280 2.224267 -3.040890 0.005 -0.002 -0.007
C -2.474886 2.795821 -3.326472 0.009 0.005 -0.003
C -1.456991 2.865178 -2.372091 0.031 -0.028 -0.006
C -0.271806 3.770070 -2.724583 -0.029 0.014 -0.035
C -0.743301 5.227611 -2.588815 0.017 -0.011 -0.002
C 1.062337 3.625816 -1.983397 0.013 0.013 0.055
C -1.691794 2.235884 -1.144670 -0.002 -0.013 0.012
N -0.665414 2.111495 -0.157979 -0.002 0.081 -0.001
B 0.012911 0.922301 0.334300 -0.235 0.198 -0.220
N 0.538843 1.388248 1.617473 0.016 -0.065 0.027
C 0.187974 2.721717 1.798439 0.010 0.018 0.005
C -0.538828 3.148617 0.755671 0.025 -0.029 -0.018
C 1.161344 0.762682 2.754980 -0.012 0.018 0.039
C 0.346165 0.199352 3.748839 0.001 -0.041 -0.020
C 0.969658 -0.342215 4.872402 -0.009 0.003 -0.007
C 2.342399 -0.297047 5.020831 0.016 -0.010 0.005
C 3.127736 0.295276 4.043985 0.010 -0.004 0.001
C 2.557093 0.839780 2.900334 -0.044 0.036 0.006
C 3.427776 1.493547 1.841501 0.009 0.009 0.006
C 4.823486 0.872895 1.762921 0.010 -0.031 -0.040
C 3.578081 3.001838 2.073253 0.003 -0.014 0.021
C -1.172324 0.232659 3.678467 -0.009 0.015 0.014
C -1.723028 1.519203 4.309030 -0.002 -0.009 -0.015
C -1.838715 -0.959718 4.367618 0.000 -0.007 -0.013
H -4.439406 2.624279 2.218082 -0.001 0.002 -0.001
H -5.223918 2.661129 0.637351 0.001 -0.003 -0.004
H -3.809939 3.670060 0.940073 0.002 0.000 -0.001
H -2.431633 1.616189 1.276080 0.010 -0.007 0.007
H -4.844296 -0.002443 0.342119 -0.002 -0.010 -0.009
H -4.368444 0.211290 2.018385 -0.002 0.001 -0.003
H -3.281513 -0.620482 0.925240 -0.003 -0.006 -0.020
H -4.973433 1.461719 -1.493694 0.000 -0.003 0.000
H -4.474075 2.194579 -3.799120 -0.002 0.004 -0.002
H -2.308771 3.240655 -4.301507 0.003 -0.001 0.003
H -0.079640 3.609376 -3.792671 -0.005 -0.035 0.012
H -0.987248 5.450565 -1.548038 -0.001 0.002 -0.002
H -1.628374 5.424578 -3.191823 0.000 -0.002 -0.004
H 0.046861 5.910396 -2.902781 0.000 0.006 0.000
H 1.023854 4.097848 -1.002950 0.007 -0.001 0.002
H 1.833115 4.140161 -2.559162 0.014 0.005 -0.003
H 1.383434 2.597410 -1.820579 0.025 0.072 0.044
H 0.477115 3.256950 2.687070 -0.004 -0.004 0.001
H -1.000783 4.108518 0.592144 -0.003 -0.001 0.009
H 0.367733 -0.786160 5.653900 0.000 0.001 0.001
H 2.804409 -0.710175 5.908185 0.002 0.002 0.004
H 4.199263 0.340180 4.185139 0.005 0.003 0.005
H 2.928171 1.349794 0.875743 0.005 0.029 0.008
H 5.439865 1.169086 2.611969 0.007 0.015 0.003
H 5.336886 1.217659 0.863481 0.002 -0.012 -0.001
H 4.795418 -0.220488 1.757834 -0.002 0.050 0.016
H 4.055587 3.184959 3.037527 -0.005 0.011 0.005
H 2.622459 3.519983 2.064209 -0.011 -0.004 -0.010
H 4.205497 3.444175 1.297526 0.010 -0.006 0.001
H -1.454190 0.218935 2.623298 -0.008 -0.001 -0.006
H -1.419014 1.584621 5.355434 -0.003 0.004 0.005
H -2.815109 1.511821 4.279253 0.011 0.000 0.003
H -1.380803 2.416487 3.798567 0.012 0.007 -0.011
H -1.795036 -0.865326 5.453765 0.001 -0.002 0.003
H -1.381765 -1.911286 4.097140 0.004 0.007 -0.005
H -2.894213 -1.001268 4.094507 0.000 0.006 -0.002
Se -1.965813 -6.106751 -0.921348 0.037 -0.003 -0.008
N -3.468123 -5.471320 -1.570209 -0.039 0.018 -0.005
C -3.350360 -4.155909 -1.574265 0.003 -0.008 0.004
C -4.375278 -3.267058 -1.994238 -0.020 -0.011 -0.023
C -4.120278 -1.938228 -1.902354 0.010 0.031 0.017
C -2.859088 -1.488390 -1.448583 0.006 -0.062 0.034
N -1.850477 -2.258129 -1.076631 -0.003 -0.029 0.049
C -2.094278 -3.634002 -1.092070 0.060 -0.037 -0.015
N -1.219036 -4.524057 -0.689384 -0.113 0.004 0.061
H -5.313754 -3.662638 -2.359418 -0.002 -0.007 0.007
H -4.848817 -1.191994 -2.185000 0.008 0.011 0.002
H -2.695261 -0.420107 -1.415652 0.002 0.029 0.013
```
Forces are in eV/Å.

Properties
- orbital gap (eV) = 5.730
- highest occupied orbital energy (eV) = -12.476
- total charge = +2